No. 1
Below is a structure of composition C52H43IrN5O7P2S3, with properties calculated with ωB97M-V/def2-TZVPD.

Results
**E_HOMO (alpha / beta)**: -7.5 / -7.5 eV
**Gap between HOMO and LUMO (alpha / beta)**: 6.063 / 5.837 eV
**Relative energy (zero: lowest compared OMol25 entry of this formula, charge and spin)**: 0.21 kcal/mol
**E_LUMO (alpha / beta)**: -1.48 / -1.70 eV

```
! wB97M-V def2-TZVPD RIJCOSX def2/J DEFGRID3
* xyz 0 2
Ir 0.77 -0.34 -0.73
S -2.07 1.99 -2.17
P -1.24 2.36 -0.44
C -0.41 0.94 0.28
P -0.80 -0.09 1.68
S -0.41 -1.84 0.72
C 0.30 0.08 3.10
C 0.49 -1.07 3.87
C 1.28 -1.01 5.01
C 1.89 0.18 5.39
C 1.68 1.32 4.62
C 0.89 1.27 3.48
C -2.45 0.00 2.40
C -2.69 0.88 3.44
C -3.93 0.90 4.05
C -4.92 0.03 3.63
C -4.68 -0.86 2.60
C -3.44 -0.88 1.98
C -0.02 3.70 -0.52
C 0.93 3.89 0.47
C 1.83 4.94 0.41
C 1.76 5.84 -0.65
C 0.80 5.66 -1.64
C -0.08 4.60 -1.58
C -2.49 2.94 0.75
C -3.78 2.40 0.65
C -4.79 2.87 1.46
C -4.55 3.89 2.37
C -3.27 4.43 2.48
C -2.25 3.96 1.66
H 0.03 -2.01 3.58
H 1.46 -1.90 5.59
H 2.53 0.23 6.26
H 2.15 2.25 4.92
H 0.74 2.17 2.89
H -1.90 1.54 3.80
H -4.12 1.60 4.86
H -5.89 0.04 4.12
H -5.46 -1.54 2.28
H -3.24 -1.57 1.17
H 0.98 3.19 1.30
H 2.57 5.07 1.19
H 2.45 6.66 -0.71
H 0.75 6.35 -2.47
H -0.82 4.44 -2.36
H -3.97 1.64 -0.09
H -5.79 2.45 1.38
H -5.35 4.26 3.00
H -3.08 5.23 3.18
H -1.27 4.41 1.73
O 4.14 1.05 7.65
S 5.10 0.00 7.29
O 4.47 -1.25 6.91
O 6.26 -0.10 8.14
C 5.69 0.69 5.71
N 6.73 1.53 5.70
C 7.00 2.12 4.55
C 6.25 1.92 3.40
C 5.21 1.01 3.51
N 4.95 0.39 4.65
C 4.28 0.67 2.41
C 3.87 1.61 1.46
C 2.87 1.27 0.57
N 2.31 0.06 0.55
C 2.75 -0.87 1.41
C 3.71 -0.60 2.36
H 7.86 2.79 4.54
H 6.50 2.42 2.47
H 4.27 2.61 1.45
H 2.48 2.00 -0.13
H 2.28 -1.84 1.36
H 4.00 -1.34 3.09
O 2.23 -1.57 -2.00
C 2.60 -0.51 -2.55
C 3.64 -0.30 -3.61
C 3.57 1.21 -3.83
C 2.56 1.72 -2.79
O 2.30 2.87 -2.56
N 2.00 0.62 -2.16
H 3.41 -0.90 -4.49
H 4.61 -0.63 -3.23
H 3.20 1.48 -4.82
H 4.51 1.73 -3.68
C -6.06 -6.30 -3.80
O -4.86 -5.55 -3.62
C -3.82 -5.84 -4.44
C -3.82 -6.80 -5.44
C -2.67 -7.02 -6.18
C -1.51 -6.30 -5.93
C -1.51 -5.34 -4.93
C -2.66 -5.10 -4.20
N -2.69 -4.17 -3.12
C -2.12 -3.00 -2.97
C -1.51 -2.15 -3.90
C -1.68 -2.24 -5.32
C -1.15 -1.29 -6.14
C -0.44 -0.20 -5.57
C -0.27 -0.06 -4.23
C -0.78 -1.04 -3.33
O -0.67 -1.00 -2.06
H -5.88 -7.37 -3.65
H -6.48 -6.14 -4.79
H -6.75 -5.94 -3.05
H -4.71 -7.38 -5.64
H -2.68 -7.77 -6.96
H -0.62 -6.48 -6.51
H -0.61 -4.78 -4.71
H -3.22 -4.51 -2.32
H -2.14 -2.62 -1.95
H -2.27 -3.04 -5.74
H -1.30 -1.34 -7.21
H -0.06 0.57 -6.23
H 0.20 0.81 -3.81
*
```

---

No. 2
Below is a structure of composition C52H44BF4N3O8STeV, with properties calculated with ωB97M-V/def2-TZVPD.

Results
**E_HOMO (alpha / beta)**: -3.6 / -3.6 eV
**Gap between HOMO and LUMO (alpha / beta)**: 6.577 / 7.293 eV
**Relative energy (zero: lowest compared OMol25 entry of this formula, charge and spin)**: 0.00 kcal/mol
**E_LUMO (alpha / beta)**: 3.00 / 3.71 eV

```
! wB97M-V def2-TZVPD RIJCOSX def2/J DEFGRID3
* xyz -2 2
V 12.04 9.58 15.81
O 13.03 8.07 15.47
N 14.34 8.01 15.57
N 14.85 7.23 14.72
O 14.23 6.46 13.89
C 16.30 7.28 14.70
C 17.07 6.17 15.11
C 18.44 6.29 15.17
C 19.08 7.44 14.79
C 18.31 8.55 14.50
C 16.93 8.47 14.47
H 16.49 5.30 15.39
H 19.12 5.50 15.48
H 20.15 7.44 14.83
H 18.72 9.54 14.31
H 16.41 9.37 14.16
O 10.23 10.82 19.09
C 10.32 10.47 17.94
O 11.41 10.49 17.28
C 9.03 10.12 17.26
C 7.95 10.96 17.45
C 6.69 10.65 16.92
C 6.56 9.48 16.23
C 7.66 8.62 16.04
C 8.97 8.97 16.46
S 10.39 8.05 15.98
H 8.19 11.82 18.09
H 5.81 11.31 16.99
H 5.51 9.29 15.86
H 7.58 7.68 15.44
C 16.72 12.53 20.57
C 15.81 11.96 19.51
C 15.73 10.60 19.35
C 14.94 10.02 18.38
C 14.81 8.51 18.41
O 15.83 7.84 18.44
C 13.47 7.81 18.55
C 12.54 8.45 19.35
C 11.26 7.91 19.57
C 11.03 6.62 19.13
C 12.03 5.89 18.47
C 13.20 6.49 18.10
C 14.30 10.88 17.47
O 13.71 10.38 16.38
C 14.39 12.28 17.60
C 15.09 12.82 18.65
C 13.66 13.13 16.55
N 12.62 13.81 16.81
C 12.02 13.91 18.12
C 12.09 15.35 18.63
Te 11.63 15.55 20.68
C 12.73 13.99 21.47
C 13.71 14.21 22.48
C 14.36 13.19 23.12
C 14.02 11.89 22.82
C 13.11 11.60 21.76
C 12.45 12.65 21.19
C 14.24 13.15 15.17
C 15.35 12.36 14.88
C 16.01 12.46 13.66
C 15.56 13.34 12.72
C 14.46 14.17 12.99
C 13.81 14.06 14.18
H 16.51 12.11 21.49
H 16.60 13.62 20.60
H 17.68 12.26 20.17
H 16.30 9.93 19.99
H 12.69 9.44 19.64
H 10.47 8.47 20.12
H 10.09 6.16 19.33
H 11.80 4.94 17.98
H 13.95 5.94 17.51
H 15.12 13.89 18.84
H 12.45 13.21 18.90
H 10.97 13.65 18.09
H 11.35 16.03 18.15
H 13.13 15.69 18.50
H 13.99 15.24 22.66
H 15.05 13.46 23.91
H 14.52 11.00 23.19
H 12.85 10.57 21.52
H 11.62 12.46 20.56
H 15.70 11.66 15.58
H 16.82 11.76 13.42
H 16.19 13.57 11.84
H 14.17 14.93 12.25
H 12.97 14.77 14.44
F 7.26 16.04 17.71
B 7.72 17.15 18.39
F 9.15 17.21 18.38
F 7.24 18.30 17.74
F 7.28 17.06 19.71
C 11.07 15.96 11.34
C 11.03 14.46 11.68
C 11.52 13.51 10.84
C 11.48 12.14 11.13
C 12.02 11.16 10.12
C 11.10 11.77 12.40
C 10.54 12.75 13.27
C 10.01 12.42 14.70
C 10.43 14.06 12.86
C 11.33 10.32 12.98
O 11.18 9.37 12.27
O 11.75 10.46 14.22
H 11.28 16.09 10.29
H 11.76 16.57 11.88
H 10.11 16.46 11.49
H 11.92 13.82 9.84
H 12.05 11.66 9.12
H 11.22 10.39 10.04
H 12.99 10.71 10.35
H 10.84 12.42 15.41
H 9.47 11.46 14.77
H 9.35 13.25 14.93
H 10.01 14.79 13.55
*
```

---

No. 3
Below is a structure of composition C52H45Cl3N4O2P2RbSSi, with properties calculated with ωB97M-V/def2-TZVPD.

Results
**E_HOMO**: -1.5 eV
**Gap between HOMO and LUMO**: 4.676 eV
**Relative energy (zero: lowest compared OMol25 entry of this formula, charge and spin)**: 0.00 kcal/mol
**E_LUMO**: 3.21 eV

```
! wB97M-V def2-TZVPD RIJCOSX def2/J DEFGRID3
* xyz -2 2
Rb 2.23 -0.41 -0.59
C 0.61 3.49 -3.05
Si 0.21 2.01 -1.88
C -1.09 3.03 -0.81
C -2.22 3.56 -1.45
C -3.05 4.50 -0.86
C -2.73 4.99 0.41
C -1.64 4.48 1.07
C -0.85 3.47 0.50
P 0.48 2.66 1.48
C 1.14 4.11 2.40
C 1.27 4.16 3.79
C 1.87 5.25 4.41
C 2.35 6.31 3.66
C 2.23 6.27 2.28
C 1.63 5.19 1.66
C -0.45 1.82 2.83
C 0.07 0.59 3.23
C -0.50 -0.14 4.27
C -1.62 0.35 4.92
C -2.17 1.56 4.52
C -1.59 2.29 3.48
C -0.98 0.97 -3.03
C -1.03 1.26 -4.41
C -1.63 0.42 -5.34
C -2.23 -0.76 -4.92
C -2.23 -1.07 -3.57
C -1.62 -0.22 -2.64
P -1.65 -0.60 -0.86
C -3.16 0.30 -0.33
C -3.31 0.59 1.03
C -4.42 1.29 1.49
C -5.39 1.71 0.60
C -5.25 1.44 -0.75
C -4.15 0.74 -1.21
C -2.23 -2.34 -0.81
C -1.30 -3.33 -1.16
C -1.67 -4.67 -1.15
C -2.95 -5.05 -0.76
C -3.87 -4.07 -0.38
C -3.51 -2.73 -0.41
H -0.25 3.99 -3.52
H 1.29 3.16 -3.84
H 1.15 4.25 -2.47
H -2.45 3.22 -2.46
H -3.92 4.87 -1.39
H -3.34 5.76 0.86
H -1.38 4.88 2.05
H 0.90 3.34 4.39
H 1.96 5.26 5.49
H 2.82 7.16 4.14
H 2.60 7.09 1.67
H 1.55 5.17 0.57
H 0.93 0.18 2.70
H -0.07 -1.10 4.54
H -2.08 -0.21 5.72
H -3.06 1.95 5.01
H -2.05 3.22 3.17
H -0.56 2.17 -4.78
H -1.62 0.69 -6.39
H -2.69 -1.44 -5.63
H -2.70 -1.99 -3.24
H -2.53 0.29 1.73
H -4.50 1.51 2.55
H -6.25 2.27 0.96
H -6.00 1.78 -1.46
H -4.03 0.54 -2.27
H -0.30 -3.05 -1.47
H -0.94 -5.42 -1.43
H -3.23 -6.09 -0.74
H -4.87 -4.36 -0.08
H -4.24 -1.98 -0.14
C 3.60 -0.28 4.40
C 3.30 -1.03 3.12
O 3.17 -0.44 2.07
N 3.15 -2.37 3.26
C 2.76 -3.24 2.16
C 1.30 -3.59 2.20
C 0.85 -4.90 2.14
C -0.51 -5.15 2.17
C -1.38 -4.08 2.25
C -0.85 -2.80 2.30
N 0.46 -2.56 2.29
H 4.28 0.54 4.18
H 4.02 -0.91 5.19
H 2.66 0.15 4.76
H 3.28 -2.77 4.17
H 3.38 -4.13 2.13
H 2.94 -2.72 1.22
H 1.57 -5.71 2.05
H -0.89 -6.17 2.11
H -2.46 -4.22 2.24
H -1.50 -1.94 2.35
O 1.34 -2.12 -2.29
N 2.12 -2.74 -3.14
C 2.02 -2.40 -4.45
C 2.83 -2.94 -5.41
C 3.79 -3.88 -5.01
C 3.88 -4.22 -3.68
C 3.04 -3.66 -2.69
S 3.17 -4.05 -1.04
H 1.25 -1.66 -4.62
H 2.73 -2.62 -6.43
H 4.48 -4.31 -5.73
H 4.62 -4.93 -3.34
Cl 8.38 0.95 -3.87
C 6.30 -0.80 -4.09
Cl 7.11 -2.24 -3.69
Cl 5.90 -0.54 -5.73
C 5.44 -0.25 -3.13
N 4.70 0.17 -2.34
*
```

---

No. 4
Below is a structure of composition C52H45ClF3IN10O2RuSSb, with properties calculated with ωB97M-V/def2-TZVPD.

Results
**E_HOMO (alpha / beta)**: -12.8 / -13.1 eV
**Gap between HOMO and LUMO (alpha / beta)**: 8.177 / 5.512 eV
**Relative energy (zero: lowest compared OMol25 entry of this formula, charge and spin)**: 0.00 kcal/mol
**E_LUMO (alpha / beta)**: -4.67 / -7.54 eV

```
! wB97M-V def2-TZVPD RIJCOSX def2/J DEFGRID3
* xyz 2 6
Ru -0.07 -0.03 0.30
C 0.14 2.21 3.18
C -0.25 0.81 3.46
N -0.44 -0.15 2.57
C -0.68 -1.33 3.28
C -0.65 -1.06 4.60
N -0.37 0.29 4.71
C -0.35 1.06 5.96
N -1.36 2.06 6.02
N -1.01 3.38 5.92
N -2.07 4.10 5.92
C -3.17 3.24 6.00
C -4.54 3.53 6.00
C -5.41 2.47 6.06
C -4.93 1.14 6.11
C -3.59 0.84 6.11
C -2.72 1.93 6.06
H 0.35 2.35 2.12
H 1.02 2.49 3.75
H -0.65 2.92 3.45
H -0.82 -2.28 2.80
H -0.78 -1.69 5.47
H 0.60 1.57 6.07
H -0.47 0.35 6.77
H -4.89 4.56 5.99
H -6.47 2.64 6.06
H -5.65 0.33 6.17
H -3.24 -0.19 6.18
N 3.97 1.08 -1.95
C 3.16 0.50 -1.05
O 1.94 0.51 -1.18
C 3.89 -0.15 0.11
I 2.56 -1.10 1.44
H 3.57 1.48 -2.78
H 4.97 1.02 -1.89
H 4.43 0.60 0.68
H 4.58 -0.91 -0.24
O -0.14 2.13 -0.18
S -0.11 2.99 -1.44
C 0.82 4.53 -1.06
C 1.47 4.57 0.29
C 2.69 3.92 0.52
C 3.33 4.05 1.74
C 2.76 4.82 2.75
C 1.55 5.45 2.54
C 0.90 5.32 1.31
C -1.74 3.79 -1.61
C -2.19 4.57 -0.41
C -2.50 3.97 0.81
C -2.91 4.75 1.89
C -3.01 6.13 1.77
C -2.72 6.73 0.55
C -2.32 5.96 -0.53
H 0.10 5.34 -1.16
H 1.56 4.60 -1.86
H 3.15 3.36 -0.29
H 4.30 3.58 1.90
H 3.28 4.94 3.69
H 1.10 6.05 3.32
H -0.05 5.82 1.14
H -2.42 3.00 -1.92
H -1.59 4.44 -2.48
H -2.43 2.90 0.93
H -3.16 4.27 2.83
H -3.31 6.73 2.62
H -2.82 7.80 0.44
H -2.10 6.44 -1.48
N -0.38 -1.98 -0.39
C -0.15 -3.12 -0.10
N 0.09 -4.28 0.22
C -0.09 -5.48 -0.33
N -0.22 -6.53 -0.79
Cl -5.19 2.05 -1.57
C -4.50 0.91 -0.49
C -5.27 0.22 0.42
C -4.63 -0.67 1.27
C -3.26 -0.81 1.21
N -2.51 -0.13 0.33
C -3.13 0.70 -0.51
H -6.34 0.37 0.46
H -5.20 -1.25 1.99
H -2.74 -1.49 1.87
H -2.52 1.21 -1.24
F 0.89 1.89 -8.47
C 0.63 1.39 -7.26
C 1.00 2.14 -6.16
C 0.71 1.62 -4.90
C 0.08 0.38 -4.77
C -0.26 -0.35 -5.91
C 0.01 0.16 -7.16
Sb -0.34 -0.52 -2.88
C 0.71 -2.31 -3.20
C 2.10 -2.23 -3.36
C 2.85 -3.37 -3.59
C 2.19 -4.59 -3.66
F 2.91 -5.69 -3.87
C 0.82 -4.70 -3.52
C 0.08 -3.55 -3.28
C -2.38 -0.95 -3.15
C -3.13 -0.05 -3.92
C -4.50 -0.21 -4.06
C -5.11 -1.27 -3.40
F -6.43 -1.42 -3.51
C -4.40 -2.17 -2.63
C -3.03 -2.00 -2.50
H 1.49 3.09 -6.29
H 0.98 2.20 -4.01
H -0.74 -1.32 -5.82
H -0.24 -0.38 -8.07
H 2.60 -1.26 -3.33
H 3.92 -3.34 -3.73
H 0.35 -5.68 -3.59
H -1.00 -3.64 -3.17
H -2.65 0.77 -4.44
H -5.10 0.46 -4.66
H -4.93 -2.99 -2.14
H -2.48 -2.69 -1.87
*
```

---

| no. | largest force on an atom (Eh/bohr) |
| --- | --- |
| 1 | 0.0073 |
| 2 | 0.0700 |
| 3 | 0.0127 |
| 4 | 0.0195 |